Record 1
{
  "formula": "C7H16O",
  "method": "ωB97M-V with the def2-TZVPD basis set",
  "e_tot_ha": -351.52195,
  "smiles": "C/C=C(\\C)CCC.O",
  "relative_energy_kcal_mol": 20.1,
  "spin_multiplicity": 1,
  "homo_ev": -8.957,
  "mol_weight_da": 116.20,
  "species": ["C", "C", "C", "C", "C", "C", "C", "H", "H", "H", "H", "H", "H", "H", "H", "H", "H", "H", "H", "H", "H", "O", "H", "H"],
  "coordinates": [[0.725, -0.681, 3.004], [-0.026, -0.165, 1.800], [0.543, 0.244, 0.670], [2.058, 0.325, 0.591], [-0.235, 0.843, -0.470], [-1.563, 0.101, -0.820], [-2.238, 0.741, -2.025], [0.071, -1.276, 3.622], [1.100, 0.172, 3.579], [1.625, -1.283, 2.829], [-1.091, -0.163, 1.976], [2.545, -0.622, 0.822], [2.457, 1.065, 1.293], [2.335, 0.724, -0.375], [-0.545, 1.876, -0.264], [0.336, 0.861, -1.407], [-1.414, -0.952, -1.007], [-2.206, 0.148, 0.071], [-1.740, 0.586, -2.983], [-2.412, 1.807, -1.845], [-3.251, 0.338, -2.119], [0.676, -1.626, -2.542], [0.654, -1.346, -1.607], [1.596, -1.716, -2.794]]
}

Record 2
{
  "formula": "C7H16O",
  "method": "ωB97M-V with the def2-TZVPD basis set",
  "e_tot_ha": -351.33276,
  "relative_energy_kcal_mol": 138.8,
  "spin_multiplicity": 1,
  "homo_ev": [-7.438, -7.440],
  "mol_weight_da": 116.20,
  "species": ["C", "C", "C", "C", "C", "O", "H", "H", "H", "H", "H", "H", "H", "H", "H", "H", "H", "H", "C", "C", "H", "H", "H", "H"],
  "coordinates": [[-0.679, -0.566, -0.973], [1.561, -0.069, -0.047], [-0.612, 0.269, -2.220], [-1.657, -0.220, 0.016], [-0.275, -2.000, -1.117], [2.570, 0.795, 0.401], [2.403, 1.014, 1.330], [1.577, -1.021, 0.498], [1.761, -0.221, -1.102], [-0.935, -2.505, -1.833], [0.745, -2.101, -1.501], [-0.749, 1.328, -2.001], [0.335, 0.140, -2.748], [-1.409, -0.030, -2.915], [-2.434, 0.468, -0.321], [-2.058, -1.050, 0.594], [-1.089, 0.456, 0.851], [-0.336, -2.538, -0.170], [-0.056, 1.408, 1.599], [0.300, 1.169, 2.864], [0.283, 1.939, 3.629], [-0.315, 2.420, 1.296], [0.479, 0.738, 0.670], [0.590, 0.176, 3.198]]
}

Record 3
{
  "formula": "C7H16O",
  "method": "ωB97M-V with the def2-TZVPD basis set",
  "e_tot_ha": -351.49924,
  "smiles": "C=C(CC)CCC.O",
  "relative_energy_kcal_mol": 34.3,
  "spin_multiplicity": 1,
  "homo_ev": -9.394,
  "mol_weight_da": 116.20,
  "species": ["C", "C", "C", "C", "C", "C", "C", "H", "H", "H", "H", "H", "H", "H", "H", "H", "H", "H", "H", "H", "H", "O", "H", "H"],
  "coordinates": [[-1.065, -0.364, 1.065], [0.198, -0.670, 0.846], [1.088, -1.183, 1.956], [1.605, -2.591, 1.800], [0.815, -0.702, -0.528], [0.157, 0.311, -1.517], [0.197, 1.757, -1.070], [-1.841, 0.145, 0.491], [-1.551, -0.542, 2.032], [0.403, -1.202, 2.823], [1.811, -0.390, 2.190], [2.106, -3.001, 2.678], [0.675, -3.173, 1.700], [2.308, -2.757, 0.976], [0.514, -1.660, -0.974], [1.901, -0.612, -0.553], [-0.864, 0.037, -1.835], [0.644, 0.107, -2.483], [1.199, 2.079, -0.745], [-0.543, 2.056, -0.333], [0.116, 2.278, -2.034], [-3.550, 3.623, -2.317], [-3.665, 3.095, -1.533], [-2.657, 3.359, -2.635]]
}

Record 4
{
  "formula": "C7H16O2",
  "method": "ωB97M-V with the def2-TZVPD basis set",
  "e_tot_ha": -426.69148,
  "relative_energy_kcal_mol": 78.0,
  "spin_multiplicity": 1,
  "homo_ev": -8.411,
  "mol_weight_da": 132.20,
  "species": ["C", "C", "C", "C", "C", "H", "H", "H", "H", "H", "H", "H", "H", "H", "H", "H", "H", "C", "C", "O", "O", "H", "H", "H", "H"],
  "coordinates": [[-1.674, -0.460, -0.295], [-1.261, -1.591, 0.385], [-1.437, -0.316, -1.761], [0.591, 1.289, 0.548], [-2.588, 0.534, 0.340], [-2.707, 0.360, 1.408], [-2.264, 1.559, 0.172], [0.138, -1.422, 0.800], [-1.762, -1.831, 1.317], [-1.030, -2.464, -0.219], [-0.618, -0.955, -2.095], [-1.212, 0.716, -2.026], [-2.347, -0.610, -2.298], [0.177, 1.750, -0.349], [1.322, 1.961, 0.984], [-0.144, 1.076, 1.307], [-3.579, 0.428, -0.112], [3.092, 0.346, 0.726], [1.725, -0.171, 0.295], [1.657, -0.451, -1.085], [1.324, -1.196, 1.010], [2.313, 0.071, -1.558], [3.827, -0.441, 0.561], [3.386, 1.228, 0.159], [3.069, 0.592, 1.784]]
}

Record 5
{
  "formula": "C7H16O3Si",
  "method": "ωB97M-V with the def2-TZVPD basis set",
  "e_tot_ha": -791.43628,
  "relative_energy_kcal_mol": 50.0,
  "spin_multiplicity": 1,
  "homo_ev": -8.705,
  "mol_weight_da": 176.29,
  "species": ["C", "C", "C", "C", "C", "C", "C", "O", "O", "O", "Si", "H", "H", "H", "H", "H", "H", "H", "H", "H", "H", "H", "H", "H", "H", "H", "H"],
  "coordinates": [[-0.499, 0.530, -2.675], [0.295, -0.146, -1.586], [0.356, 2.615, 0.884], [2.395, -2.230, 0.648], [-0.876, 1.786, 1.171], [0.919, -1.811, 0.739], [0.165, 0.120, -0.291], [-0.983, 0.751, 0.171], [0.862, -0.347, 0.768], [-1.836, -1.830, -0.343], [-2.527, -0.708, 0.402], [0.284, 0.945, -3.334], [-1.203, 1.238, -2.372], [1.104, -0.803, -1.795], [1.178, 2.040, 1.227], [0.435, 2.793, -0.233], [0.291, 3.536, 1.435], [3.036, -1.844, 1.418], [2.639, -3.280, 0.734], [2.759, -1.848, -0.251], [-1.822, 2.328, 1.081], [-0.865, 1.350, 2.087], [0.572, -2.125, 1.760], [0.309, -2.249, -0.238], [-2.496, -0.554, 1.796], [-3.513, 0.129, -0.142], [-0.978, -0.386, -3.060]]
}

Record 6
{
  "formula": "C7H16O5",
  "method": "ωB97M-V with the def2-TZVPD basis set",
  "e_tot_ha": -652.49000,
  "smiles": "COCOC(=O)OC.CC(C)O",
  "relative_energy_kcal_mol": 0.0,
  "spin_multiplicity": 1,
  "homo_ev": -10.365,
  "mol_weight_da": 180.20,
  "species": ["C", "O", "C", "O", "C", "O", "O", "C", "H", "H", "H", "H", "H", "H", "H", "H", "C", "C", "C", "O", "H", "H", "H", "H", "H", "H", "H", "H"],
  "coordinates": [[-3.583, 3.339, -0.906], [-3.012, 2.345, -0.054], [-3.673, 1.138, -0.034], [-3.217, 0.247, -1.071], [-2.067, 0.631, -1.689], [-2.029, 1.248, -2.711], [-1.015, 0.143, -1.038], [0.263, 0.549, -1.557], [-4.156, 4.047, -0.304], [-4.213, 2.885, -1.671], [-2.770, 3.859, -1.409], [-4.747, 1.255, -0.200], [-3.492, 0.656, 0.926], [0.295, 1.634, -1.640], [0.429, 0.104, -2.537], [0.998, 0.200, -0.838], [1.979, -2.643, 1.972], [2.809, -1.939, 0.911], [4.300, -2.058, 1.178], [2.423, -0.568, 0.798], [2.164, -2.197, 2.954], [0.916, -2.547, 1.752], [2.230, -3.703, 2.029], [2.581, -2.367, -0.067], [4.550, -1.596, 2.137], [4.870, -1.551, 0.399], [4.611, -3.103, 1.214], [2.597, -0.138, 1.643]]
}